Entry from the OMol25 dataset: C3H3NO2 in the gas phase (ωB97M-V/def2-TZVPD).

Bonds (Å) are listed after each position.
CARTESIAN COORDINATES (ANGSTROEM)
1 C 2.075 0.161 0.043  O4 1.157, N7 1.194
2 C -1.367 0.011 -0.227  C3 1.333, H5 1.079, O8 1.363
3 C -0.362 0.825 0.094  C2 1.333, N7 1.710, H9 1.095
4 O 3.122 0.011 -0.425  C1 1.157
5 H -2.261 0.282 -0.768  C2 1.079
6 H -0.614 -1.751 0.331  O8 1.036
7 N 1.049 0.030 0.641  C1 1.194, C3 1.710
8 O -1.309 -1.348 -0.323  C2 1.363, H6 1.036
9 H -0.332 1.778 0.633  C3 1.095

Properties
* Kohn-Sham gap (spin up / spin down): 6.43 / 8.67 eV
* 2S+1: 3
* E: -8738.485 eV
* energy above the lowest of the compared OMol25 structures with the same formula, charge and spin: 117.0 kJ/mol